1.
Computed, not measured: 4 unconnected molecules or ions with the total composition C4H13O3S at a distorted geometry, with the ωB97M-V functional and the def2-TZVPD basis.

Each line ends with the Mulliken spin population.
Cartesian coordinates (Å):
C  2.057600  1.152059  -0.825246  0.00
O  3.223156  1.014291  -1.029900  0.00
C  1.032857  0.125968  -0.945208  0.00
C  -0.341285  0.683036  -1.295249  0.01
C  -1.225763  -0.560685  -1.520354  0.00
S  -2.667341  -0.308902  -2.587912  0.00
H  1.833202  2.120654  -0.477421  0.00
H  2.922359  -0.963812  3.370154  0.00
H  1.305103  -0.680358  -1.635965  0.00
H  0.796155  -0.315625  -0.044408  0.00
H  -0.694459  1.327602  -0.367292  0.00
H  -0.294254  1.352127  -2.186901  0.00
H  -1.628947  -0.935422  -0.499234  0.00
H  -0.723372  -1.517359  -1.869676  0.00
H  -3.730543  -0.262157  -1.608166  0.00
H  -1.125317  -0.183109  1.821809  -0.04
H  -1.455641  -1.723202  2.354801  -0.02
O  -1.914312  -0.970309  2.715613  0.83
H  3.556691  -0.893217  2.963610  0.00
H  -0.283159  0.841758  2.270805  -0.01
O  -0.642730  0.696663  1.396140  0.23

Forces on atoms 1 to 6 (eV/Å):
C 0.738 -0.205 0.405
O 1.766 -0.924 -0.719
C -0.893 0.112 -2.158
C -0.420 1.042 0.217
C -0.973 -1.244 1.974
S -1.731 0.087 1.157

The calculation puts the orbital gap (alpha / beta) at 9.2204 / 5.0390 eV. For the energy above the lowest of the compared OMol25 structures with the same formula, charge and spin, the calculation gives 264.5 kJ/mol. The multiplicity is 2. For the strongest force on any atom, the calculation gives 3.90 eV/Å. As for the expectation value of S²: 0.758.


2.
Computed, not measured: a molecular structure, C31H23AuBrIN4OP, with the ωB97M-V functional and the def2-TZVPD basis.

Each line ends with the Löwdin charge.
Cartesian coordinates (Å):
Au  0.087296  0.211599  -2.175625  0.93
I  3.342772  -1.089123  -1.551523  1.04
C  4.104427  -0.152991  0.129672  -0.66
C  5.454473  0.070850  0.117099  -0.15
C  6.134196  0.499158  1.270729  -0.05
C  5.439426  0.619539  2.431933  -0.02
C  4.040738  0.399614  2.472048  -0.15
C  3.395561  0.488742  3.726564  0.00
C  2.056829  0.281518  3.838694  -0.03
C  1.314021  0.074377  2.668690  -0.10
C  1.883462  0.014854  1.411078  -0.27
P  0.469243  0.003556  0.216491  1.02
C  -0.495031  1.445565  0.781890  -0.38
C  0.179868  2.572252  1.257950  -0.10
C  -0.507966  3.747327  1.515426  -0.05
C  -1.879207  3.810872  1.314411  -0.05
C  -2.558276  2.694923  0.848934  -0.05
C  -1.871900  1.523346  0.571621  -0.11
C  -0.471111  -1.503392  0.541726  -0.37
C  -0.035062  -2.684988  -0.062981  -0.12
C  -0.706944  -3.873224  0.167296  -0.06
C  -1.812472  -3.892302  1.007885  -0.04
C  -2.227708  -2.729312  1.640375  -0.05
C  -1.557812  -1.535632  1.416269  -0.09
C  3.309787  0.078851  1.286581  -0.20
H  6.017516  -0.126186  -0.784578  0.09
H  7.200200  0.672316  1.233351  0.12
H  5.940271  0.878224  3.355558  0.12
H  3.999635  0.704316  4.598497  0.13
H  1.556184  0.315141  4.795715  0.12
H  0.240133  -0.000910  2.777930  0.10
H  1.247747  2.538689  1.433977  0.11
H  0.028674  4.611729  1.882554  0.12
H  -2.416593  4.725359  1.525035  0.12
H  -3.628308  2.736468  0.693461  0.12
H  -2.417088  0.675055  0.182094  0.09
H  0.823511  -2.672761  -0.719916  0.04
H  -0.380871  -4.783030  -0.318046  0.11
H  -2.342314  -4.820398  1.173676  0.12
H  -3.075399  -2.747626  2.311890  0.11
H  -1.890380  -0.641269  1.924159  0.10
C  1.792675  2.562691  -1.851872  -0.04
C  0.324598  2.216159  -1.907382  -0.48
O  -0.599850  2.933464  -1.986500  0.12
H  1.878497  3.648120  -1.838407  0.10
H  2.298944  2.145927  -2.723256  0.08
H  2.241079  2.111028  -0.967545  0.06
N  0.217602  -1.705586  -3.041695  -0.04
C  -0.014523  -2.821257  -3.322554  -0.38
N  -0.208078  -4.016434  -3.652784  0.10
C  -1.185045  -4.742882  -3.138856  -0.39
N  -2.019467  -5.405806  -2.692175  0.11
Br  -6.838401  -0.348646  -2.300071  0.83
C  -4.980038  -0.134182  -2.327240  -0.68
C  -4.146845  -1.219745  -2.104642  -0.07
C  -2.782534  -1.012919  -2.137744  -0.12
N  -2.236818  0.190400  -2.359823  -0.02
C  -3.047708  1.228405  -2.580167  -0.12
C  -4.424055  1.112429  -2.574389  -0.08
H  -4.539188  -2.208637  -1.916666  0.12
H  -2.101119  -1.835438  -1.970368  0.09
H  -2.577768  2.185148  -2.751276  0.10
H  -5.043514  1.976657  -2.763147  0.11

Forces on atoms 1 to 6 (eV/Å):
Au 0.169 -0.460 0.566
I -0.059 -0.190 -0.376
C 0.069 0.099 0.027
C 0.022 -0.001 -0.009
C -0.019 -0.009 -0.023
C -0.009 -0.010 -0.006

The calculation puts the orbital gap (alpha / beta) at 5.9773 / 5.9767 eV. For the energy above the lowest of the compared OMol25 structures with the same formula, charge and spin, the calculation gives 120.5 kJ/mol. As for the net charge: +1. For the strongest force on any atom, the calculation gives 0.75 eV/Å.


3.
Computed, not measured: a single C12H18BNO3S molecule at a distorted geometry, with the ωB97M-V functional and the def2-TZVPD basis.

Each line ends with the Löwdin charge.
Cartesian coordinates (Å):
O  -1.575393  -0.051588  -1.244245  0.06
O  1.602913  1.918534  1.978307  0.14
O  1.833797  -0.270674  2.870891  0.16
S  -0.293574  3.884036  -0.356038  0.79
B  1.170779  0.612393  2.036243  -0.63
C  -1.615410  0.996716  -0.599245  -0.49
C  1.958125  -4.631370  0.578474  -0.11
C  2.861441  -3.665829  0.951165  -0.10
C  0.863343  -4.242451  -0.166855  -0.10
C  2.562910  -2.333236  0.793265  -0.05
C  0.598081  -2.922684  -0.380679  -0.05
C  1.388591  -1.924112  0.176511  -0.19
N  -0.851011  1.193817  0.514875  0.05
C  -3.542172  1.744126  -2.016084  -0.04
C  -1.433719  3.235650  -1.569529  -0.52
C  0.919850  -0.472844  -0.045771  -0.08
C  -2.413476  2.184519  -1.040446  -0.36
C  -0.010206  0.118078  1.056857  -0.15
H  1.137282  2.620899  1.449349  0.05
H  2.297639  0.142763  3.612309  0.12
H  -0.174463  5.131738  -0.828772  -0.13
H  2.170878  -5.688009  0.751348  0.10
H  3.727386  -3.994573  1.542924  0.11
H  0.260822  -5.055321  -0.576907  0.11
H  3.242501  -1.560683  1.189983  0.12
H  -0.324331  -2.664369  -0.894161  0.12
H  -1.173948  1.968869  1.152754  0.14
H  -4.043083  2.718554  -2.265017  0.09
H  -3.024079  1.436327  -2.950883  0.09
H  -4.272250  0.974847  -1.703419  0.09
H  -0.873345  2.758179  -2.405533  0.10
H  -1.893425  4.117865  -2.004278  0.07
H  1.852294  0.091945  -0.076320  0.12
H  0.447739  -0.330536  -0.974032  0.09
H  -2.768003  2.614021  -0.107105  0.13
H  -0.614483  -0.655600  1.550064  0.15

Forces on atoms 1 to 6 (eV/Å):
O -0.420 0.847 0.418
O -0.278 0.891 -0.091
O -0.724 0.412 -0.088
S 0.662 0.272 0.712
B -0.634 0.831 0.015
C 0.613 -1.472 -0.397

The calculation puts the orbital gap at 9.1320 eV. For the energy above the lowest of the compared OMol25 structures with the same formula, charge and spin, the calculation gives 41.5 kJ/mol. As for the SMILES: C[C@H](CS)C(=O)N[C@@H](Cc1ccccc1)B(O)O. For the strongest force on any atom, the calculation gives 2.31 eV/Å.